i.
{"formula": "C8H14ClFeN2O2", "method": "ωB97M-V with the def2-TZVPD basis set", "total_charge": -1, "molar_mass_g_mol": 261.510, "homo_energy_ev": [0.09, -3.59], "spin_multiplicity": 5, "orbital_gap_ev": [2.568, 6.229], "symbols": ["C", "Fe", "N", "N", "H", "H", "H", "H", "H", "H", "H", "H", "H", "H", "Cl", "C", "C", "C", "C", "C", "C", "C", "O", "O", "H", "H", "H", "H"], "coordinates": [[1.22, 2.22, -0.26], [-0.03, 0.68, 0.15], [-0.79, -1.46, -0.23], [-1.95, 1.39, -0.53], [-0.98, -1.86, 0.69], [0.76, 1.19, -0.95], [2.30, 2.12, -0.38], [1.07, 2.40, 0.83], [0.89, 3.11, -0.79], [-2.72, 1.12, 0.09], [-2.20, 1.05, -1.47], [-1.98, 2.41, -0.59], [-1.64, -1.59, -0.79], [-0.08, -2.07, -0.64], [3.30, -5.91, 0.98], [2.78, -4.36, 1.49], [2.45, -4.14, 2.84], [1.98, -2.89, 3.24], [1.84, -1.86, 2.30], [2.26, -2.05, 0.98], [2.68, -3.31, 0.56], [1.18, -0.57, 2.78], [1.33, -0.27, 3.96], [0.48, 0.08, 1.90], [2.56, -4.95, 3.56], [1.72, -2.71, 4.28], [2.30, -1.21, 0.29], [2.94, -3.49, -0.49]], "lowdin_spin": [0.03, 3.20, 0.07, 0.14, 0.02, -0.01, 0.01, 0.01, 0.01, 0.09, 0.12, 0.06, 0.07, 0.02, 0.00, 0.00, 0.00, 0.00, 0.01, 0.02, 0.01, 0.03, 0.02, 0.06, 0.00, 0.00, 0.01, 0.00]}


ii.
{"formula": "C8H14ClFeN2O2", "method": "ωB97M-V with the def2-TZVPD basis set", "total_charge": -1, "molar_mass_g_mol": 261.510, "homo_energy_ev": [-3.59, -4.42], "spin_multiplicity": 5, "orbital_gap_ev": [6.496, 7.327], "symbols": ["C", "Fe", "N", "N", "H", "H", "H", "H", "H", "H", "H", "H", "H", "H", "Cl", "C", "C", "C", "C", "C", "C", "C", "O", "O", "H", "H", "H", "H"], "coordinates": [[-1.55, 0.41, -3.09], [0.35, 0.91, -2.36], [1.71, 0.17, -0.73], [1.44, -0.39, -3.69], [1.18, -0.73, -0.55], [1.64, 1.78, -2.13], [-2.19, 1.16, -2.58], [-1.97, -0.60, -2.98], [-1.53, 0.67, -4.17], [1.59, -1.28, -3.17], [2.34, 0.07, -3.88], [0.97, -0.60, -4.58], [2.69, 0.04, -0.99], [1.68, 0.73, 0.12], [0.56, 1.71, 5.29], [-0.06, 0.84, 3.95], [-0.38, -0.52, 4.12], [-0.81, -1.26, 3.01], [-0.88, -0.64, 1.77], [-0.67, 0.73, 1.62], [-0.21, 1.48, 2.71], [-1.17, -1.50, 0.55], [-2.28, -2.04, 0.65], [-0.30, -1.55, -0.36], [-0.28, -1.01, 5.09], [-1.07, -2.30, 3.14], [-0.85, 1.19, 0.65], [0.04, 2.53, 2.60]], "lowdin_spin": [0.04, 3.71, 0.07, 0.05, 0.00, 0.03, 0.02, 0.01, 0.01, 0.01, 0.01, 0.01, 0.01, 0.01, 0.00, 0.00, 0.00, 0.00, 0.00, 0.00, 0.00, 0.00, 0.00, 0.01, 0.00, 0.00, 0.01, 0.00]}


Energy ordering: ii at the bottom, the next structure 0.377 eV above.